ORCA calculation (wB97M-V/def2-TZVPD) on a structure of composition C22H21BeF9O7PTe at a distorted geometry.

Results
Lowest unoccupied orbital energy, Eh: 0.0947
Total charge: -1
Total energy, eV: -78939.6890
Orbital gap, eV: 7.721
Energy above the lowest of the compared OMol25 structures with the same formula, charge and spin, kJ/mol: 45.3

Each line ends with the Mulliken charge.
Atoms and positions in Å:
Be (-1.2528, 1.2886, -0.0497)  -0.911
O (0.1940, 0.6628, -0.0364)  0.317
C (1.0620, 1.6023, 0.5411)  3.033
C (0.2165, 2.8862, 0.8361)  0.305
O (0.6977, 3.9055, 1.2780)  -0.705
O (-1.0361, 2.7064, 0.5296)  -0.579
C (1.6555, 1.0959, 1.8589)  -1.241
C (1.3340, -0.1711, 2.3222)  0.144
C (1.8815, -0.6533, 3.5063)  -1.130
C (2.7520, 0.1323, 4.2417)  -0.362
C (3.0690, 1.4086, 3.7873)  -0.987
C (2.5269, 1.8875, 2.6074)  0.115
C (2.1385, 1.9480, -0.4877)  -0.270
C (1.7835, 2.7518, -1.5666)  -0.233
C (2.6912, 3.0259, -2.5753)  -0.923
C (3.9735, 2.4956, -2.5218)  -0.475
C (4.3335, 1.6879, -1.4549)  -0.924
C (3.4203, 1.4140, -0.4447)  -0.050
H (0.4300, -0.5254, -0.7618)  0.160
H (0.6422, -0.7766, 1.7543)  0.346
H (1.6220, -1.6472, 3.8509)  0.417
H (3.1780, -0.2401, 5.1654)  0.394
H (3.7443, 2.0344, 4.3581)  0.389
H (2.7646, 2.8821, 2.2567)  0.485
H (0.7805, 3.1618, -1.6191)  0.424
H (2.3959, 3.6519, -3.4082)  0.392
H (4.6846, 2.7067, -3.3109)  0.375
H (5.3282, 1.2615, -1.4080)  0.375
H (3.7099, 0.7747, 0.3786)  0.382
C (-2.7102, -2.6330, 1.0151)  -0.625
C (-3.7813, -2.4568, -0.0412)  -0.338
O (-3.4013, -1.5427, -1.0919)  -0.272
P (-3.3705, 0.0282, -0.8797)  0.670
O (-2.5476, 0.4155, 0.3593)  0.042
Te (-2.4002, 1.1380, -2.6753)  -0.435
O (-4.9073, 0.3023, -0.5396)  -0.449
C (-5.2459, 1.6256, -0.0715)  -0.308
C (-5.5458, 1.5819, 1.4096)  -1.094
H (-3.0094, -3.4413, 1.6862)  0.493
H (-2.5737, -1.7220, 1.5923)  0.230
H (-1.7599, -2.8921, 0.5524)  -0.087
H (-4.7236, -2.1183, 0.3977)  0.275
H (-3.9633, -3.3955, -0.5643)  0.331
H (-6.1124, 1.9398, -0.6536)  0.377
H (-4.4242, 2.3147, -0.2783)  0.248
H (-6.3450, 0.8693, 1.6171)  0.303
H (-5.8562, 2.5696, 1.7541)  0.380
H (-4.6516, 1.2864, 1.9576)  0.231
F (2.5663, -3.9168, -0.8418)  -0.288
C (1.8767, -2.8153, -0.5144)  0.275
F (2.7614, -1.8494, -0.2411)  -0.208
F (1.2215, -3.0790, 0.6173)  -0.254
C (0.8873, -2.3514, -1.6281)  1.287
O (-0.0365, -1.4767, -1.1539)  -0.249
C (0.1166, -3.5867, -2.1716)  0.304
F (-0.3020, -4.3694, -1.1632)  -0.272
F (0.8887, -4.3517, -2.9613)  -0.276
F (-0.9480, -3.2295, -2.8704)  -0.230
C (1.7041, -1.7030, -2.7907)  0.285
F (2.8445, -2.3713, -3.0482)  -0.314
F (2.0290, -0.4521, -2.4807)  -0.002
F (0.9989, -1.6757, -3.9251)  -0.294


ORCA calculation (wB97M-V/def2-TZVPD) on a structure of composition C22H21Cl5CsN5O4S2.

Results
Lowest unoccupied orbital energy, Eh: 0.1360
Total charge: -2
Total energy, eV: -123629.8276
Orbital gap, eV: 5.947
Energy above the lowest of the compared OMol25 structures with the same formula, charge and spin, kJ/mol: 60.7

Each line ends with the Mulliken charge.
Atoms and positions in Å:
Cs (-1.7367, 0.7621, 1.2133)  1.195
C (-1.1013, -2.2284, -1.6863)  -1.060
C (-0.1578, -1.9855, -0.4976)  -0.253
N (0.6769, -0.8220, -0.6706)  0.919
C (1.6716, -0.9029, -1.7141)  -0.937
C (1.8251, 0.3769, -2.5332)  -0.306
S (0.3314, 1.0785, -3.2887)  -0.127
C (-0.4658, -0.3387, -4.0812)  -0.719
C (-1.8404, -0.6755, -3.4907)  -0.983
N (-1.8248, -1.0609, -2.1089)  0.115
H (-0.5170, -2.5823, -2.5408)  0.361
H (-1.7622, -3.0690, -1.4226)  0.523
H (-0.7604, -1.8319, 0.4002)  -0.232
H (0.4004, -2.9249, -0.3224)  0.130
H (1.1168, -0.5200, 0.2017)  -0.515
H (2.6684, -1.1373, -1.3075)  0.376
H (1.4291, -1.7300, -2.3878)  0.395
H (2.1740, 1.1763, -1.8795)  -0.141
H (2.5927, 0.2241, -3.2974)  0.562
H (-0.6030, -0.1110, -5.1413)  0.481
H (0.2031, -1.1980, -4.0321)  0.291
H (-2.4736, 0.2103, -3.5736)  0.454
H (-2.2801, -1.4494, -4.1522)  0.256
H (-2.6431, -0.8031, -1.5875)  0.248
Cl (4.2689, 1.5707, 0.3245)  -0.264
C (3.8144, 0.5557, 1.7252)  1.265
C (2.5396, 0.0447, 1.7682)  -1.561
C (2.2890, -0.7484, 2.8751)  0.963
Cl (0.7007, -1.5068, 3.0274)  -0.160
C (3.2174, -1.0136, 3.8782)  -0.550
Cl (2.8354, -2.0207, 5.2382)  -0.214
C (4.4927, -0.4579, 3.7770)  0.668
Cl (5.6809, -0.7657, 5.0000)  -0.229
C (4.8042, 0.3410, 2.6812)  -0.562
Cl (6.3950, 1.0257, 2.5454)  -0.228
O (-1.2687, 6.1586, -2.6028)  -0.610
C (-0.0407, 5.9588, -2.1861)  0.422
O (0.8569, 6.7584, -2.3886)  -0.689
C (0.2138, 4.7203, -1.4020)  0.357
C (1.4547, 4.3909, -0.9014)  -0.710
N (1.3149, 3.2202, -0.2590)  0.190
N (0.0634, 2.7555, -0.3018)  -0.174
C (-0.6273, 3.6456, -0.9958)  -0.206
C (-2.1105, 3.4042, -1.2069)  0.676
O (-2.7452, 4.3244, -1.7977)  -0.884
O (-2.5720, 2.3425, -0.7636)  -0.629
H (-1.8990, 5.3638, -2.3264)  0.475
H (2.3953, 4.9076, -0.9805)  0.533
H (2.0224, 2.6807, 0.2214)  0.037
S (-3.7093, -0.2554, 3.9122)  -0.560
C (-3.3631, -1.8622, 3.3995)  0.027
C (-3.5811, -2.9480, 4.2942)  -0.675
C (-3.3657, -4.2412, 3.8979)  -0.125
C (-2.9118, -4.4907, 2.5986)  -0.936
C (-2.6909, -3.3916, 1.7961)  0.352
N (-2.8934, -2.1219, 2.1545)  -0.098
H (-3.9279, -2.7142, 5.2913)  0.324
H (-3.5414, -5.0598, 4.5884)  0.348
H (-2.7217, -5.4909, 2.2327)  0.368
H (-2.3133, -3.5378, 0.7862)  0.028


ORCA calculation (wB97M-V/def2-TZVPD) on a structure of composition C22H21Cl5CsN5O4S2 at a distorted geometry.

Results
Lowest unoccupied orbital energy, Eh: 0.1323
Total charge: -2
Total energy, eV: -123630.0693
Orbital gap, eV: 5.877
Energy above the lowest of the compared OMol25 structures with the same formula, charge and spin, kJ/mol: 37.3

Each line ends with the Mulliken charge.
Atoms and positions in Å:
Cs (-0.9567, 0.9692, 0.4852)  1.201
C (0.9083, -2.6332, 1.4841)  -0.860
C (2.3021, -1.9751, 1.4190)  -0.974
N (2.2461, -0.6305, 0.9017)  0.270
C (3.1176, 0.3703, 1.4574)  -0.268
C (2.9305, 0.5902, 2.9601)  -0.875
S (1.2294, 0.8275, 3.5442)  -0.207
C (0.7770, -0.8405, 4.1214)  -0.617
C (-0.3468, -1.5498, 3.3632)  -0.761
N (-0.1264, -1.7470, 1.9562)  0.420
H (0.9930, -3.5547, 2.0885)  0.248
H (0.6272, -2.9377, 0.4729)  0.332
H (2.9616, -2.6392, 0.8388)  0.415
H (2.7341, -1.9357, 2.4202)  0.321
H (2.1857, -0.5722, -0.1046)  0.247
H (2.8983, 1.3030, 0.9354)  -0.100
H (4.1945, 0.1635, 1.3061)  0.166
H (3.4758, 1.4943, 3.2379)  0.450
H (3.3635, -0.2203, 3.5499)  0.434
H (0.4548, -0.7355, 5.1594)  0.524
H (1.6872, -1.4404, 4.1372)  0.234
H (-1.2575, -0.9546, 3.4568)  0.280
H (-0.5252, -2.4968, 3.9108)  0.237
H (-0.9930, -1.8779, 1.4527)  -0.008
Cl (-0.3171, 4.2480, 0.0341)  -0.298
C (1.2952, 4.1341, -0.7354)  0.814
C (1.8659, 2.8941, -0.8766)  -1.031
C (3.0883, 2.9022, -1.5084)  0.929
Cl (3.9058, 1.3501, -1.7921)  -0.238
C (3.7405, 4.0495, -1.9536)  -0.457
Cl (5.3004, 3.9923, -2.7197)  -0.226
C (3.1163, 5.2828, -1.7702)  0.589
Cl (3.8885, 6.7423, -2.3019)  -0.232
C (1.8659, 5.3331, -1.1569)  -0.551
Cl (1.0819, 6.8688, -0.9422)  -0.216
O (-6.7152, -1.7536, 1.5736)  -0.598
C (-6.3306, -2.2374, 0.4067)  0.405
O (-7.0978, -2.8272, -0.3314)  -0.685
C (-4.9083, -2.0401, 0.0462)  0.209
C (-4.3059, -2.6063, -1.0630)  -0.823
N (-3.0203, -2.2471, -1.0421)  0.118
N (-2.7274, -1.4711, 0.0039)  -0.073
C (-3.8622, -1.3244, 0.6765)  0.206
C (-3.8705, -0.4700, 1.9200)  0.407
O (-4.8647, -0.5953, 2.6832)  -0.859
O (-2.8867, 0.2809, 2.0816)  -0.562
H (-5.9252, -1.3172, 2.0662)  0.471
H (-4.7205, -3.2283, -1.8375)  0.513
H (-2.2520, -2.4918, -1.7002)  -0.049
S (-0.2870, -2.9469, -2.7929)  -0.617
C (-0.2397, -1.3190, -3.4028)  0.211
C (0.5805, -1.0041, -4.5117)  -0.671
C (0.6546, 0.2854, -4.9803)  -0.178
C (-0.0880, 1.2831, -4.3546)  -0.712
C (-0.8620, 0.9029, -3.2758)  -0.308
N (-0.9509, -0.3416, -2.7991)  -0.128
H (1.1530, -1.8007, -4.9671)  0.340
H (1.2992, 0.5225, -5.8199)  0.336
H (-0.0446, 2.3175, -4.6671)  0.387
H (-1.4405, 1.6558, -2.7438)  0.466


ORCA calculation (wB97M-V/def2-TZVPD) on the molecule C22H21ClF4O3S at a distorted geometry.

Results
Lowest unoccupied orbital energy, Eh: -0.0847
SMILES: C#CC1=C(Cl)C(=O)c2c(CCCS)c(C(F)(F)C(F)F)cc(CCCCOC)c2C1=O
Total energy, eV: -63501.4999
Orbital gap, eV: 6.826
Energy above the lowest of the compared OMol25 structures with the same formula, charge and spin, kJ/mol: 837.4

Each line ends with the Mulliken charge.
Atoms and positions in Å:
C (0.9874, 0.5000, 7.3987)  -0.219
C (0.1927, 1.0717, 6.3588)  -0.668
C (-0.4916, 1.1804, 4.8365)  0.455
C (-1.9451, 0.8258, 4.5772)  0.032
Cl (-3.0315, 0.2926, 6.0269)  -0.163
C (-2.5757, 0.9022, 3.0298)  0.375
O (-3.8106, 1.3627, 2.8192)  -0.504
C (-1.5214, 0.4184, 1.8363)  0.150
C (-1.9516, -0.4133, 0.4847)  0.083
C (-3.5230, -0.8328, 0.3136)  -0.767
C (-4.3223, 0.2828, -0.6008)  -0.608
C (-5.2120, -0.3543, -1.8266)  -0.492
S (-6.2986, -1.7978, -1.3325)  -0.274
C (-0.8555, -0.8346, -0.6521)  0.266
C (-1.0988, -1.6257, -2.0499)  0.869
F (-0.6467, -0.7129, -3.1548)  -0.289
F (-2.4197, -2.2342, -2.2644)  -0.249
C (-0.0047, -2.8913, -2.0716)  0.062
F (0.2090, -3.4567, -0.6880)  -0.269
F (1.2557, -2.5623, -2.7752)  -0.224
C (0.7172, -0.3469, -0.3524)  0.020
C (1.1976, 0.4731, 0.9824)  0.286
C (2.7748, 0.9522, 1.2480)  -0.402
C (3.8361, 0.3063, 0.1632)  -0.696
C (3.8976, 1.1882, -1.2524)  -0.523
C (3.7970, 0.2312, -2.5839)  -0.145
O (4.8388, 0.4713, -3.5950)  -0.408
C (4.1738, 0.8655, -4.8716)  -0.543
C (0.0712, 0.8501, 2.1120)  -0.286
C (0.4473, 1.6484, 3.5333)  0.179
O (1.3784, 2.6010, 3.6356)  -0.503
H (1.7249, 0.0998, 8.2464)  0.348
H (-3.6894, -1.9540, -0.0617)  0.458
H (-4.0475, -0.8036, 1.3856)  0.395
H (-3.6007, 1.1116, -1.0093)  0.334
H (-5.1000, 0.8451, 0.1092)  0.317
H (-5.9428, 0.5188, -2.1860)  0.344
H (-4.4882, -0.5591, -2.7228)  0.268
H (-6.6955, -1.6233, 0.0231)  0.138
H (-0.5380, -3.7755, -2.6707)  0.281
H (1.5501, -0.6036, -1.1509)  -0.500
H (2.8505, 2.1404, 1.3118)  0.321
H (3.0185, 0.5763, 2.3502)  0.376
H (4.9244, 0.3252, 0.6535)  0.367
H (3.4621, -0.8070, -0.0310)  0.356
H (3.0144, 1.9839, -1.2697)  0.267
H (4.9389, 1.7651, -1.3044)  0.319
H (2.7510, 0.4244, -3.0767)  0.185
H (3.7748, -0.9004, -2.2062)  0.155
H (5.0159, 0.8553, -5.7152)  0.224
H (3.6734, 1.9379, -4.7649)  0.260
H (3.3376, 0.0819, -5.1956)  0.244